w:
A single C7H9N3O molecule, computed with ωB97M-V with the def2-TZVPD basis set.

Geometry as XYZ:
```
20
Properties=species:S:1:pos:R:3:lowdin_charge:R:1
C 2.22798 -2.34816 -0.55994 -0.15
C 1.39786 -1.78023 -1.82250 -0.21
C 0.27542 -0.96372 -1.19506 -0.12
N 0.28560 -0.80129 0.12913 0.09
C -0.60313 0.31312 0.50781 -0.33
C -0.79827 0.65027 1.92226 -0.01
C -1.56536 1.81666 2.14929 -0.08
N -1.85798 2.61919 1.04715 0.10
C -1.44659 2.45287 -0.24972 -0.50
O -1.67340 3.15838 -1.23358 0.05
N -0.99478 1.12144 -0.39996 0.15
H 2.62882 -1.48498 -0.08340 0.03
H 2.98420 -3.04463 -1.20041 0.11
H 1.71885 -2.95496 0.27147 0.08
H 2.11172 -1.11903 -2.47310 0.14
H 1.03012 -2.61894 -2.48368 0.11
H -0.58359 -0.51824 -1.68027 0.10
H -0.61656 0.08954 2.99806 0.15
H -1.90381 2.06424 3.16644 0.12
H -2.61709 3.34849 1.19003 0.18
```

Calculated values
- net charge = 0
- HOMO-LUMO gap (eV) = 9.06
- spin multiplicity = 1
- E_HOMO (eV) = -9.16
- structure (SMILES) = CC/C=N/c1cc[nH]c(=O)n1


x:
A single C7H9N3O molecule, computed with ωB97M-V with the def2-TZVPD basis set.

Geometry as XYZ:
```
20
Properties=species:S:1:pos:R:3:lowdin_charge:R:1
C 2.40016 1.26825 0.03963 -0.05
N 1.06576 1.30385 -0.54143 -0.01
C 0.16508 0.28718 -0.26088 -0.18
C 0.33346 -1.05843 0.01499 -0.16
C 1.30847 -2.15382 -0.00462 -0.03
O -0.98087 -1.65644 0.16911 0.07
C -1.87169 -0.66390 0.06975 -0.26
C -3.18243 -0.37741 0.17375 -0.12
N -3.32586 0.94832 0.13009 0.04
C -2.18188 1.49879 -0.05223 -0.17
N -1.21382 0.53983 -0.23200 0.08
H 2.97922 1.88387 -0.64608 0.09
H 2.35519 1.76332 0.97749 0.07
H 2.67496 0.19991 0.13652 0.09
H 0.65297 2.09783 -0.22978 0.07
H 2.05490 -2.04583 0.74732 0.07
H 1.89836 -2.21968 -0.93893 0.10
H 0.83397 -3.06705 0.06783 0.06
H -3.98854 -1.10416 0.47586 0.13
H -1.97738 2.55557 -0.09638 0.11
```

Calculated values
- net charge = 0
- HOMO-LUMO gap (eV) = 8.37
- spin multiplicity = 1
- E_HOMO (eV) = -7.68
- structure (SMILES) = CNc1c(C)oc2cncn12


Name the least stable of them. w.


w:
2 unconnected molecules or ions with the total composition CH3BrOS, computed with ωB97M-V with the def2-TZVPD basis set.

Geometry as XYZ:
```
7
Properties=species:S:1:pos:R:3:lowdin_charge:R:1
C -0.20869 -0.50884 0.11497 -0.22
O -1.20732 0.42248 0.24009 -0.65
S -1.82279 1.21911 -0.99008 0.86
Br 2.82552 1.00657 0.19900 -0.15
H 0.88429 0.03532 -0.00391 -0.08
H -0.47662 -1.22301 -0.71042 0.11
H 0.00561 -0.95164 1.15036 0.13
```

Calculated values
- net charge = 0
- HOMO-LUMO gap (spin up / spin down) (eV) = 4.52 / 4.43
- spin multiplicity = 1
- E_HOMO (spin up / spin down) (eV) = -8.94 / -8.88


x:
2 unconnected molecules or ions with the total composition CH3BrOS, computed with ωB97M-V with the def2-TZVPD basis set.

Geometry as XYZ:
```
7
Properties=species:S:1:pos:R:3:lowdin_charge:R:1
C 0.22917 -0.13142 -0.64493 -0.35
O 1.34248 -0.19173 1.60399 -0.55
S 0.05796 -0.60752 1.07871 0.43
Br -1.46147 0.94765 1.63428 0.26
H 0.54143 0.89038 -0.79896 0.00
H -1.45533 -0.03811 -1.63518 0.22
H 0.74575 -0.86923 -1.23791 0.00
```

Calculated values
- net charge = 0
- HOMO-LUMO gap (spin up / spin down) (eV) = 9.16 / 9.16
- spin multiplicity = 1
- E_HOMO (spin up / spin down) (eV) = -10.13 / -10.13


Name the least stable of them. w.